46
Properties=species:S:1:pos:R:3:forces:R:3:nbo_charge:R:1 method="wB97M-V/def2-TZVPD" lumo_ev=0.4 smiles="Cc1cccc(NC(=S)N2CCN(S(=O)(=O)c3ccc(F)cc3)CC2)c1" gap_ev=8.46 homo_ev=-8.100 relative_energy_kcal_mol=0.0
C -3.6787 -2.9318 -2.4199 0.01 -0.03 0.01 -0.65
C -3.9903 -2.4536 -1.0343 -0.03 -0.02 0.10 0.11
C -4.5577 -3.3192 -0.1057 0.00 0.00 -0.02 -0.27
C -4.8673 -2.8748 1.1671 -0.04 -0.03 -0.05 -0.18
C -4.5945 -1.5726 1.5404 0.08 0.15 -0.05 -0.25
C -4.0025 -0.7021 0.6293 -0.06 -0.47 -0.13 0.16
N -3.7436 0.6139 1.0302 -0.01 -0.04 0.41 -0.62
C -2.9400 1.5352 0.4124 0.09 0.28 -0.06 0.30
S -3.4272 3.1137 0.3486 -0.25 0.48 0.04 -0.23
N -1.7517 1.1321 -0.0896 -0.37 -0.02 0.16 -0.43
C -0.9437 2.0924 -0.8204 0.24 0.22 -0.36 -0.24
C 0.1836 1.3550 -1.5271 -0.26 0.33 -0.34 -0.25
N 1.0691 0.7065 -0.5763 0.94 0.47 0.08 -0.68
S 2.4877 1.5489 -0.2167 -0.02 -0.70 -0.01 2.32
O 2.8811 2.2591 -1.3951 -0.01 -0.10 -0.26 -0.93
O 2.3595 2.2688 1.0185 0.04 -0.18 0.11 -0.94
C 3.5931 0.1642 0.0327 -0.39 0.56 0.06 -0.35
C 3.9824 -0.1893 1.3103 -0.03 0.09 0.02 -0.16
C 4.8154 -1.2805 1.4917 0.11 -0.17 -0.16 -0.28
C 5.2319 -1.9856 0.3744 -0.12 0.15 0.07 0.42
F 6.0372 -3.0482 0.5424 -0.06 0.08 -0.02 -0.32
C 4.8490 -1.6355 -0.9113 0.02 0.00 0.10 -0.27
C 4.0163 -0.5431 -1.0769 0.10 -0.09 -0.04 -0.16
C 0.4003 0.2327 0.6240 -0.18 -0.26 0.65 -0.24
C -1.0697 -0.0687 0.3463 0.37 -0.41 0.00 -0.23
C -3.7215 -1.1465 -0.6599 -0.12 0.03 0.08 -0.31
H -3.3667 -2.1088 -3.0577 0.03 0.02 -0.09 0.21
H -2.8791 -3.6718 -2.3915 0.05 -0.04 -0.07 0.22
H -4.5522 -3.4057 -2.8640 -0.02 -0.03 -0.09 0.22
H -4.7709 -4.3390 -0.3890 -0.03 -0.13 -0.03 0.21
H -5.3252 -3.5480 1.8762 -0.04 -0.05 0.07 0.22
H -4.8388 -1.2219 2.5320 0.02 0.04 0.13 0.21
H -4.4641 1.0413 1.5984 0.16 0.04 -0.20 0.42
H -1.5844 2.6103 -1.5394 0.14 -0.03 0.10 0.24
H -0.5274 2.8466 -0.1398 -0.11 -0.02 -0.08 0.22
H 0.7918 2.0495 -2.1067 -0.25 -0.03 -0.12 0.26
H -0.2231 0.5943 -2.2024 0.05 0.10 0.00 0.20
H 3.6372 0.4027 2.1429 0.00 0.02 0.15 0.25
H 5.1444 -1.5854 2.4723 0.04 -0.04 0.08 0.24
H 5.2046 -2.2107 -1.7512 0.04 -0.05 -0.07 0.24
H 3.6966 -0.2189 -2.0536 0.01 -0.05 -0.19 0.24
H 0.4825 0.9864 1.4176 -0.14 -0.17 -0.01 0.22
H 0.9060 -0.6783 0.9588 -0.15 0.02 0.11 0.21
H -1.1424 -0.8561 -0.4144 -0.03 0.00 0.14 0.20
H -1.5375 -0.4373 1.2614 0.10 0.00 -0.13 0.24
H -3.3235 -0.4514 -1.3843 0.08 0.06 -0.08 0.22